one:
DFT (ωB97M-V/def2-TZVPD) results for a molecular structure, C27H35ClN4O4STeZr.

Element x y z (Å)
Zr 0.4205 -0.2770 -0.1835
C 1.0437 -0.7662 5.3962
N 0.5119 -0.0361 4.2355
C -0.4171 1.0697 4.4987
C 0.8466 -0.3659 3.0082
O 0.3942 0.2124 1.9895
C 1.8137 -1.5152 2.8185
O 2.1144 -1.6220 1.4460
C 3.4464 -1.4365 1.0135
C 3.4961 -0.1512 0.2057
O 2.4349 0.5179 0.1167
N 4.6160 0.1971 -0.3725
C 4.7089 1.4257 -1.1731
C 5.8090 -0.6587 -0.3311
H 2.1095 -0.5817 5.5362
H 0.8739 -1.8383 5.3014
H 0.5255 -0.4224 6.2838
H 0.1043 1.8704 5.0228
H -1.2364 0.7152 5.1218
H -0.8063 1.4499 3.5624
H 1.3263 -2.4429 3.1259
H 2.7103 -1.3800 3.4255
H 3.7058 -2.2848 0.3827
H 4.1390 -1.3913 1.8527
H 3.7845 1.9819 -1.1018
H 4.9004 1.1734 -2.2157
H 5.5307 2.0324 -0.7985
H 5.9598 -1.0931 0.6548
H 6.6766 -0.0526 -0.5696
H 5.7365 -1.4597 -1.0680
C -3.1462 -1.0180 1.6869
C -2.6863 -0.0472 0.6521
O -1.5721 -0.1492 0.0614
N -3.4967 0.9337 0.3124
C -3.1457 1.9973 -0.6560
C -2.4051 3.1752 -0.0225
C -3.0746 4.3820 0.1403
C -2.4113 5.4559 0.7174
C -1.0943 5.2896 1.1049
C -0.5100 4.0494 0.9167
N -1.1404 3.0060 0.3747
H -2.4227 -1.8180 1.7955
H -4.1013 -1.4474 1.3800
H -3.2875 -0.5090 2.6434
H -4.4016 0.9763 0.7529
H -4.0739 2.3674 -1.0802
H -2.5659 1.5397 -1.4512
H -4.1026 4.4814 -0.1892
H -2.9174 6.4044 0.8543
H -0.5323 6.1083 1.5367
H 0.5183 3.8769 1.2155
Te -0.1050 -3.0778 0.2206
C -1.5359 -3.5443 -1.2631
C -1.4562 -4.6247 -2.0936
C -2.6009 -4.7974 -2.9322
C -3.5482 -3.8513 -2.7213
S -3.0587 -2.7520 -1.4993
H -0.5983 -5.2884 -2.1053
H -2.6994 -5.6008 -3.6528
H -4.5133 -3.7349 -3.1977
Cl 0.5533 1.7684 -1.8902
C -0.2016 0.6569 -3.0371
C -1.1851 1.1236 -3.8927
C -1.7577 0.2290 -4.7771
C -1.3423 -1.1005 -4.7788
C -0.3559 -1.5332 -3.9156
C 0.2605 -0.6611 -3.0140
C 1.3642 -1.0376 -2.0878
H -1.4758 2.1682 -3.8860
H -2.5099 0.5754 -5.4745
H -1.7880 -1.7994 -5.4754
H -0.0358 -2.5664 -3.9368
H 2.2338 -0.4074 -2.2976
H 1.6462 -2.0695 -2.2220

HOMO-LUMO gap (eV): 6.9
Net charge: +2

Atom charges from the Löwdin analysis, given in e for atoms 1 to 4:
1. Zr 1.4671
2. C 0.0055
3. N -0.0965
4. C 0.0153

---

two:
DFT (ωB97M-V/def2-TZVPD) results for a molecular structure, C27H35ClN4O4STeZr.

Element x y z (Å)
Zr 0.1950 0.1110 -0.0970
C -3.3906 -0.4517 4.0569
N -3.1256 -0.0895 2.6607
C -4.2975 0.0743 1.7953
C -1.9100 -0.0476 2.1665
O -1.6994 0.2089 0.9494
C -0.7314 -0.3036 3.0875
O 0.4955 -0.0117 2.4275
C 1.4755 -1.0658 2.5356
C 1.2440 -2.0488 1.3501
O 0.1098 -1.7417 0.7063
N 1.3632 -3.3653 1.6834
C 0.7771 -4.3609 0.7811
C 2.6055 -3.7446 2.3449
H -4.4118 -0.1659 4.2902
H -3.2881 -1.5270 4.2045
H -2.7302 0.0817 4.7362
H -4.8216 -0.8772 1.7121
H -4.9598 0.8125 2.2432
H -3.9831 0.4074 0.8133
H -0.8032 0.3274 3.9758
H -0.7710 -1.3475 3.4083
H 2.4539 -0.5946 2.5406
H 1.3251 -1.6134 3.4662
H -0.2464 -4.0803 0.5525
H 1.3380 -4.4583 -0.1458
H 0.7738 -5.3159 1.3007
H 2.6833 -3.2942 3.3349
H 2.6264 -4.8235 2.4658
H 3.4773 -3.4369 1.7534
C 3.8424 2.5364 -0.3062
C 2.5387 2.4208 0.4114
O 1.9331 1.3228 0.5248
N 1.9999 3.4995 0.9507
C 0.7490 3.4383 1.6972
C -0.4720 3.5263 0.8130
C -1.3062 4.6254 0.9326
C -2.4229 4.7380 0.1176
C -2.6688 3.7329 -0.7977
C -1.7982 2.6580 -0.8469
N -0.7130 2.5392 -0.0704
H 4.2830 1.5505 -0.4245
H 4.5298 3.1924 0.2258
H 3.6591 2.9608 -1.2960
H 2.4825 4.3809 0.8590
H 0.7470 4.2711 2.3963
H 0.7509 2.5139 2.2760
H -1.0731 5.3959 1.6550
H -3.0784 5.5947 0.1976
H -3.5154 3.7614 -1.4685
H -1.9883 1.8533 -1.5463
Te 2.9976 -1.3178 -0.3809
C 3.0858 -3.0386 -1.5403
C 2.5988 -3.1826 -2.8118
C 2.9562 -4.4257 -3.3973
C 3.7217 -5.1889 -2.5703
S 4.0320 -4.3961 -1.0887
H 2.0030 -2.4311 -3.3109
H 2.6622 -4.7363 -4.3886
H 4.1300 -6.1687 -2.7584
Cl 1.2207 1.3554 -2.4584
C -0.2961 1.2362 -3.3827
C -0.5864 2.2106 -4.3118
C -1.8253 2.1459 -4.9368
C -2.7098 1.1288 -4.6050
C -2.3653 0.1614 -3.6708
C -1.1264 0.1787 -3.0281
C -0.6985 -0.7796 -1.9721
H 0.1211 2.9969 -4.5341
H -2.0925 2.8877 -5.6764
H -3.6750 1.0790 -5.0907
H -3.0612 -0.6369 -3.4429
H 0.1561 -1.3736 -2.3280
H -1.5015 -1.4747 -1.7161

HOMO-LUMO gap (eV): 7.0
Net charge: +2

Atom charges from the Löwdin analysis, given in e for atoms 1 to 4:
1. Zr 1.6746
2. C 0.0085
3. N -0.0984
4. C 0.0214

---

Q: Which of them is the least stable? A: two.

---

one:
DFT (ωB97M-V/def2-TZVPD) results for 2 unconnected molecules or ions with the total composition C2H3O2S2.

Element x y z (Å)
C 0.9100 0.1327 0.5178
C 2.3843 -0.3257 0.5236
O -2.9639 -1.1432 -1.7727
O -3.2537 0.0982 0.2821
S 2.1492 1.3769 0.9754
S -2.7960 0.1538 -1.0821
H 0.3944 0.3003 -0.3764
H 0.1307 -0.0227 1.3550
H 3.0450 -0.5703 -0.4227

HOMO-LUMO gap (alpha / beta) (eV): 7.7 / 3.3
Net charge: -1

Atom charges from the natural (NBO) analysis, given in e for atoms 1 to 4:
1. C -0.5241
2. C -0.3196
3. O -1.0300
4. O -1.0305

---

two:
DFT (ωB97M-V/def2-TZVPD) results for a gas-phase ion, C2H3O2S2 (charge -1).

Element x y z (Å)
C -1.4204 0.4785 -0.2287
C -0.5141 -0.3167 0.2884
S 1.2630 -0.2651 -0.0658
O 1.6978 -1.3597 1.0220
O 1.4397 -0.6727 -1.4525
S 1.8618 1.5549 0.3058
H -2.4656 0.4182 0.0485
H -1.1536 1.2401 -0.9418
H -0.7084 -1.0775 1.0241

HOMO-LUMO gap (eV): 7.9
Net charge: -1
SMILES: C=CS(=O)(=O)[S-]

Atom charges from the natural (NBO) analysis, given in e for atoms 1 to 4:
1. C -0.3963
2. C -0.4185
3. S 1.8316
4. O -1.0045

---

Q: Which of them is the least stable? A: one.

---

one:
DFT (ωB97M-V/def2-TZVPD) results for 3 unconnected molecules or ions with the total composition C4H11N5.

Element x y z (Å)
C 1.4127 -9.0234 -11.5802
C -0.3412 -10.1606 -10.1167
C 0.7187 10.7927 13.4515
C -1.6036 12.5040 13.8612
N 0.4826 -9.7610 -12.2705
N 0.9041 -8.4081 -10.5070
N -0.0398 -8.7468 -9.8556
N -0.4995 -10.2292 -11.5244
N 0.4464 12.0153 13.5366
H 2.3380 -8.7606 -12.0480
H 0.3808 -10.7971 -9.7872
H -1.2676 -10.5979 -9.6778
H 0.4108 -9.5485 -13.3119
H -0.0505 10.0250 13.4246
H 1.6544 10.2942 13.0687
H -1.3355 12.7985 14.8929
H -1.4547 13.4434 13.2853
H -1.8244 11.5026 13.5036
H -1.4531 -10.0352 -11.9272
H 1.1214 12.6929 13.5819

HOMO-LUMO gap (eV): 9.2
Net charge: +2

Atom charges from the natural (NBO) analysis, given in e for atoms 1 to 4:
1. C 0.1392
2. C -0.1613
3. C 0.0712
4. C -0.1385

---

two:
DFT (ωB97M-V/def2-TZVPD) results for a gas-phase ion, C4H11N5 (charge +2).

Element x y z (Å)
C 1.2414 -0.4588 -0.0532
C -2.4259 0.5815 -0.4546
C 0.8313 0.8545 0.0831
C 0.3210 -1.6318 0.2002
N -1.4558 0.9321 0.2275
N -0.3962 1.4727 0.2674
N 2.5193 -0.8810 -0.2310
N -3.5468 -0.2924 -0.0374
N 1.7997 2.0158 -0.0954
H -0.4911 -1.2840 0.8827
H 0.8543 -2.5509 0.7245
H -0.2348 -2.0674 -0.6169
H 3.3075 -0.3714 -0.3699
H 2.7355 -1.7666 -0.0025
H -3.2251 -1.3454 -0.2380
H -4.2766 0.0042 -0.7489
H -3.7891 0.0922 0.9182
H 1.2481 2.6835 -0.7038
H 2.7327 1.7494 -0.5507
H 2.2504 2.2640 0.7986

HOMO-LUMO gap (alpha / beta) (eV): 7.5 / 7.4
Net charge: +2

Atom charges from the natural (NBO) analysis, given in e for atoms 1 to 4:
1. C 0.2883
2. C 0.1891
3. C 0.0782
4. C -0.6740

---

Q: Which of them is the least stable? A: two.

---

one:
DFT (ωB97M-V/def2-TZVPD) results for a single C21H33N3O3S molecule.

Element x y z (Å)
C 4.0254 2.0143 0.1215
C 2.9079 0.9838 0.0047
C 3.1312 -0.0047 -1.1527
C 3.9076 -1.2609 -0.7362
C 5.3211 -0.9639 -0.3252
C 6.2753 -0.6390 -1.2827
C 7.5749 -0.3432 -0.9141
C 7.9413 -0.3721 0.4212
C 7.0014 -0.7015 1.3823
C 5.7008 -0.9952 1.0106
N 1.6401 1.6711 -0.1638
C 0.5468 1.4044 0.5830
O 0.5592 0.5997 1.4920
C -0.6818 2.2066 0.1508
C -1.2444 1.6274 -1.1555
C -1.8639 0.2528 -0.9050
N -2.9051 0.3042 0.0998
S -4.3705 0.9537 -0.4338
O -4.8083 1.9644 0.4794
O -4.2556 1.2825 -1.8232
N -5.4662 -0.2760 -0.3359
C -5.3339 -1.3553 -1.2869
C -4.4525 -2.4891 -0.7615
C -4.9917 -2.9756 0.5818
C -5.0385 -1.8046 1.5608
C -5.9001 -0.6818 0.9811
C -2.4241 0.8293 1.3638
C -1.7769 2.2068 1.2207
H 4.9786 1.5229 0.2886
H 3.8290 2.6866 0.9533
H 4.0946 2.6023 -0.7925
H 2.8109 0.4277 0.9426
H 3.6540 0.4980 -1.9691
H 2.1534 -0.3229 -1.5232
H 3.3773 -1.7453 0.0854
H 3.9200 -1.9501 -1.5847
H 5.9961 -0.6215 -2.3269
H 8.3052 -0.0927 -1.6697
H 8.9562 -0.1426 0.7101
H 7.2816 -0.7300 2.4252
H 4.9716 -1.2505 1.7660
H 1.5823 2.3462 -0.9096
H -0.3584 3.2395 -0.0263
H -0.4635 1.5422 -1.9147
H -2.0298 2.2831 -1.5357
H -2.3127 -0.1245 -1.8241
H -1.1022 -0.4516 -0.5541
H -4.9257 -0.9162 -2.1969
H -6.3393 -1.7363 -1.5008
H -4.4384 -3.3035 -1.4877
H -3.4344 -2.1217 -0.6280
H -4.3571 -3.7710 0.9769
H -5.9976 -3.3809 0.4466
H -5.4551 -2.1216 2.5182
H -4.0261 -1.4357 1.7266
H -5.8698 0.2113 1.6048
H -6.9404 -1.0180 0.8992
H -3.2790 0.8969 2.0359
H -1.6944 0.1204 1.7636
H -1.3542 2.4989 2.1831
H -2.5520 2.9224 0.9405

HOMO-LUMO gap (eV): 9.5
SMILES: C[C@H](CCc1ccccc1)NC(=O)C1CCN(S(=O)(=O)N2CCCCC2)CC1

Atom charges from the natural (NBO) analysis, given in e for atoms 1 to 4:
1. C -0.6119
2. C -0.0661
3. C -0.3908
4. C -0.4183

---

two:
DFT (ωB97M-V/def2-TZVPD) results for a single C21H33N3O3S molecule.

Element x y z (Å)
C -0.4237 3.6090 -5.7242
S 0.9916 3.2313 -4.6647
O 2.0811 4.0783 -5.0542
O 0.5508 3.2822 -3.2975
N 1.2703 1.6324 -5.0978
C 2.4185 1.4101 -5.9566
C 3.7391 1.4097 -5.1844
C 3.6768 0.4494 -3.9981
C 2.4744 0.8059 -3.1272
C 2.3090 -0.1092 -1.9211
O 2.7412 -1.2414 -1.8662
N 1.6085 0.4757 -0.9243
C 1.1458 -0.2493 0.2340
C -0.3301 -0.6749 0.0597
N -0.9496 -1.3242 1.1873
C -0.3496 -2.5870 1.5686
C -1.3121 -3.3452 2.4801
C -1.6270 -2.5195 3.7271
C -2.6348 -3.2484 4.6297
C -2.8827 -2.4924 5.9028
C -1.9475 -2.5240 6.9304
C -2.1496 -1.8042 8.0938
C -3.2938 -1.0396 8.2475
C -4.2333 -1.0025 7.2319
C -4.0273 -1.7235 6.0688
C -2.1540 -1.1556 3.2847
C -1.1555 -0.4812 2.3473
C 1.2064 0.7087 -3.9876
H -1.2194 2.9263 -5.4606
H -0.1144 3.4738 -6.7513
H -0.7192 4.6347 -5.5444
H 2.4199 2.2057 -6.7021
H 2.2669 0.4488 -6.4582
H 4.5497 1.1303 -5.8588
H 3.9225 2.4240 -4.8254
H 4.5939 0.5151 -3.4109
H 3.5745 -0.5824 -4.3405
H 2.5638 1.8430 -2.7875
H 1.2088 1.3877 -1.0896
H 1.7825 -1.1305 0.3313
H 1.2564 0.3831 1.1187
H -0.9235 0.2148 -0.1772
H -0.3875 -1.3574 -0.7941
H -0.1582 -3.1670 0.6632
H 0.6099 -2.4447 2.0963
H -2.2366 -3.5369 1.9331
H -0.8712 -4.3041 2.7591
H -0.7007 -2.3675 4.2936
H -2.2390 -4.2396 4.8644
H -3.5718 -3.3770 4.0844
H -1.0546 -3.1229 6.8175
H -1.4139 -1.8404 8.8843
H -3.4533 -0.4775 9.1559
H -5.1297 -0.4101 7.3458
H -4.7654 -1.6909 5.2798
H -3.0974 -1.2894 2.7530
H -2.3316 -0.5182 4.1526
H -1.5530 0.4802 2.0129
H -0.2165 -0.2941 2.8989
H 0.3189 0.9630 -3.4075
H 1.0984 -0.3045 -4.3855

HOMO-LUMO gap (eV): 8.9
SMILES: CS(=O)(=O)N1CCC[C@H](C(=O)NCCN2CCC(Cc3ccccc3)CC2)C1

Atom charges from the natural (NBO) analysis, given in e for atoms 1 to 4:
1. C -0.8536
2. S 2.3051
3. O -0.9442
4. O -0.9605

---

three:
DFT (ωB97M-V/def2-TZVPD) results for a single C21H33N3O3S molecule.

Element x y z (Å)
C -3.2096 -2.8366 -0.0242
C -4.0407 -1.5600 0.0779
N -3.2976 -0.4039 -0.3691
C -3.2105 -0.1205 -1.7832
C -4.5255 0.3247 -2.4204
S -3.2439 0.9461 0.6088
O -3.4534 0.5020 1.9590
O -4.0810 2.0111 0.1230
C -1.5422 1.4303 0.4112
C -1.1871 2.7087 0.0252
C 0.1431 3.0408 -0.1006
C 1.1762 2.1135 0.1514
N 2.4731 2.4968 0.0350
C 3.6009 1.5951 -0.1279
C 4.7110 2.4700 -0.7093
C 4.3795 3.8467 -0.1449
C 2.8575 3.8689 -0.2376
C 0.7806 0.8198 0.5685
N 1.7138 -0.2078 0.9118
C 2.0361 -1.2040 0.0390
O 1.8401 -1.0994 -1.1517
C 2.7067 -2.3927 0.7194
C 3.4413 -3.2939 -0.2777
C 2.4803 -4.0481 -1.1934
C 1.4626 -4.8412 -0.3815
C 0.6948 -3.9037 0.5440
C 1.6591 -3.2043 1.4968
C -0.5605 0.5005 0.6819
H -3.7842 -3.6789 0.3523
H -2.3030 -2.7401 0.5663
H -2.9315 -3.0392 -1.0555
H -4.9739 -1.6731 -0.4864
H -4.2907 -1.3669 1.1223
H -2.8213 -1.0098 -2.2883
H -2.4695 0.6771 -1.8828
H -5.2638 -0.4732 -2.3929
H -4.3550 0.6004 -3.4578
H -4.9122 1.1840 -1.8797
H -1.9664 3.4255 -0.1794
H 0.3953 4.0393 -0.4151
H 3.3461 0.7716 -0.7960
H 3.9056 1.1870 0.8432
H 5.7010 2.1199 -0.4259
H 4.6452 2.4876 -1.7974
H 4.8400 4.6594 -0.7021
H 4.6939 3.9121 0.8973
H 2.4071 4.5456 0.4930
H 2.5440 4.1754 -1.2449
H 1.8183 -0.3891 1.8997
H 3.4377 -1.9873 1.4309
H 4.1156 -2.6844 -0.8824
H 4.0448 -4.0106 0.2859
H 1.9594 -3.3292 -1.8250
H 3.0503 -4.7192 -1.8391
H 0.7695 -5.3522 -1.0523
H 1.9751 -5.6013 0.2145
H 0.1706 -3.1578 -0.0575
H -0.0481 -4.4629 1.1174
H 1.1042 -2.5559 2.1803
H 2.1766 -3.9553 2.0994
H -0.8545 -0.4886 0.9978

HOMO-LUMO gap (eV): 8.5
SMILES: CCN(CC)S(=O)(=O)c1ccc(N2CCCC2)c(NC(=O)C2CCCCC2)c1

Atom charges from the natural (NBO) analysis, given in e for atoms 1 to 4:
1. C -0.6094
2. C -0.2247
3. N -0.6974
4. C -0.2204

---

Q: Which of them is the least stable? A: three.